ORCA calculation (ωB97M-V with the def2-TZVPD basis set) on a molecular structure, C7H14O2P in a non-equilibrium geometry.

Structure (XYZ):
```
24
C7H14O2P ωB97M-V with the def2-TZVPD basis set
C -2.61 -1.49 -0.94
C 0.24 -0.78 0.80
C 0.11 0.80 -1.20
C -1.13 -0.36 1.31
C 0.98 0.29 -0.02
C 1.36 1.47 0.87
C 2.24 -0.37 -0.58
O -3.58 0.63 0.51
O -1.00 1.49 -0.83
P -2.40 -0.09 -0.01
H -3.44 -1.39 -1.63
H -1.73 -1.95 -1.38
H 0.87 -1.05 1.65
H 0.11 -1.67 0.19
H 0.74 1.47 -1.82
H -0.14 -0.07 -1.83
H -1.54 -1.15 1.95
H -1.08 0.56 1.89
H 1.69 1.14 1.85
H 0.48 2.11 0.98
H 2.14 2.07 0.41
H 2.91 0.36 -1.03
H 1.98 -1.10 -1.35
H 2.78 -0.89 0.21
```

Output
* 2S+1: 1
* orbital gap: 7.2 eV
* HOMO: -3.767 eV
* net charge: -1
* strongest force on any atom: 0.053 Eh/bohr